#i
# C2H5N3S2

A single C2H5N3S2 molecule (wB97M-V/def2-TZVPD, the OMol25 dataset).

The molar mass comes out at 135.2 g/mol. The frontier orbital gap comes out at 8.529 eV. Its structure (SMILES) is N/N=C\N(S)C=S.

```
12
Properties=species:S:1:pos:R:3:lowdin_charge:R:1
N -0.75 1.87 -0.76 0.001
N -0.33 1.80 0.55 -0.064
C 0.34 0.83 0.95 -0.162
N 0.54 -0.60 0.26 -0.527
S 2.21 -1.06 -0.13 0.760
C -0.37 -1.72 0.30 -0.659
S -2.08 -1.62 0.04 0.496
H -1.71 2.25 -0.50 0.113
H -0.82 0.81 -1.13 0.107
H 0.90 0.53 1.76 0.069
H 2.03 -0.49 -1.36 -0.113
H 0.04 -2.61 0.02 -0.022
```

---

#ii
# C2H5N3S2

3 unconnected molecules or ions with the total composition C2H5N3S2 (wB97M-V/def2-TZVPD, the OMol25 dataset).

The molar mass comes out at 135.2 g/mol. The frontier orbital gap comes out at 8.473 eV.

```
12
Properties=species:S:1:pos:R:3:lowdin_charge:R:1
C 0.23 0.39 0.63 -0.714
C -1.09 -0.94 -1.27 -0.748
H 2.67 0.64 2.70 0.221
H 0.68 -0.78 2.42 0.135
H 0.33 2.02 -0.71 -0.011
H -1.24 -1.86 -1.90 0.068
H -2.03 -0.53 -1.27 -0.016
N 1.30 0.56 2.59 -0.044
N 0.94 0.95 1.44 -0.246
N -0.26 1.32 -0.49 -0.242
S -0.03 0.26 -1.95 0.803
S -0.54 -1.26 0.57 0.795
```

---

Most stable structure, least stable structure: #i, #ii.

---

#i
# C2H5N3S2

A molecular structure, C2H5N3S2 (wB97M-V/def2-TZVPD, the OMol25 dataset).

The molar mass comes out at 135.2 g/mol. The frontier orbital gap comes out at 7.811 eV.

```
12
Properties=species:S:1:pos:R:3:lowdin_charge:R:1
C 0.98 1.11 -1.26 -0.628
C -0.55 -0.61 0.16 -0.482
N 1.38 0.86 0.05 -0.005
N 0.65 0.06 0.67 -0.670
N -1.64 -0.55 0.94 0.023
S 1.07 -0.83 1.98 0.637
S -0.81 1.04 -1.49 0.635
H 1.43 1.93 -1.73 0.050
H 1.46 0.15 -1.72 0.117
H -0.40 -1.40 -0.62 0.135
H -2.22 -1.37 1.08 0.110
H -1.35 -0.39 1.94 0.079
```

---

#ii
# C2H5N3S2

A molecular structure, C2H5N3S2 (wB97M-V/def2-TZVPD, the OMol25 dataset).

The molar mass comes out at 135.2 g/mol. The frontier orbital gap comes out at 8.546 eV.

```
12
Properties=species:S:1:pos:R:3:lowdin_charge:R:1
C -0.15 0.27 -0.23 -0.256
C -0.82 -1.90 0.31 -0.876
H 0.56 3.36 0.15 0.166
H -1.12 2.32 -0.85 0.172
H -1.20 0.08 -0.80 0.156
H 2.29 -0.42 0.38 -0.146
H -1.89 -1.39 0.16 0.121
N 0.26 2.48 -0.81 -0.135
N 0.76 1.23 0.05 -0.070
N 0.12 -1.02 0.30 -0.525
S 1.80 -1.68 0.36 0.770
S -0.60 -3.33 0.98 0.625
```

---

Most stable structure, least stable structure: #i, #ii.

---

#i
# C5H9NS

A single C5H9NS molecule (wB97M-V/def2-TZVPD, the OMol25 dataset).

The molar mass comes out at 115.2 g/mol. The frontier orbital gap comes out at 9.580 eV. Its structure (SMILES) is S[C@@H]1C[C@@H]2N[C@@H]2C1.

```
16
Properties=species:S:1:pos:R:3:lowdin_charge:R:1
S -2.00 -0.45 -0.12 0.699
C -0.70 0.86 0.18 -0.597
C 0.34 0.96 -1.05 -0.133
C 1.60 0.07 -0.66 -0.305
N 1.20 -1.23 -0.27 0.038
C 1.47 -0.24 0.74 -0.287
C 0.26 0.53 1.29 -0.212
H -1.12 -1.45 -0.08 -0.163
H -1.24 1.82 0.29 0.097
H -0.03 0.81 -2.05 0.086
H 0.82 1.96 -1.07 0.102
H 2.51 0.42 -1.19 0.148
H 1.96 -1.93 -0.40 0.124
H 2.34 -0.46 1.41 0.153
H -0.22 0.02 2.17 0.116
H 0.68 1.49 1.73 0.133
```

---

#ii
# C5H9NS

A single C5H9NS molecule (wB97M-V/def2-TZVPD, the OMol25 dataset).

The molar mass comes out at 115.2 g/mol. The frontier orbital gap comes out at 9.154 eV. Its structure (SMILES) is CC1=NS[C@@H](C)C1.

```
16
Properties=species:S:1:pos:R:3:lowdin_charge:R:1
C 2.61 0.19 -0.25 -0.029
C 1.18 0.52 0.10 -0.435
N 0.70 1.65 -0.12 -0.261
S -0.98 1.89 0.09 0.900
C -1.28 0.18 0.47 -0.650
C -2.25 -0.47 -0.57 -0.107
C 0.11 -0.47 0.66 -0.122
H 2.89 -0.53 0.47 0.057
H 3.20 1.08 -0.19 0.073
H 2.72 -0.26 -1.26 0.093
H -1.83 0.21 1.38 0.067
H -2.56 -1.42 -0.23 0.057
H -3.06 0.16 -0.69 0.039
H -1.64 -0.63 -1.48 0.093
H -0.05 -1.32 -0.07 0.124
H 0.23 -0.77 1.68 0.101
```

---

Most stable structure, least stable structure: #ii, #i.

---

#i
# C8H14

2 unconnected molecules or ions with the total composition C8H14 (wB97M-V/def2-TZVPD, the OMol25 dataset).

The molar mass comes out at 110.2 g/mol. The frontier orbital gap comes out at 9.974 eV. Its structure (SMILES) is C/C=C/C.C=CC=C.

```
22
Properties=species:S:1:pos:R:3:lowdin_charge:R:1
C -0.22 -0.04 -2.16 -0.105
C -1.10 0.71 -1.20 -0.198
C -2.41 0.56 -1.07 -0.191
C -3.25 1.32 -0.09 -0.113
H -0.79 -0.44 -3.00 0.069
H 0.54 0.64 -2.56 0.068
H 0.30 -0.86 -1.67 0.063
H -0.59 1.44 -0.59 0.093
H -2.89 -0.21 -1.68 0.101
H -2.62 1.94 0.55 0.067
H -3.96 1.97 -0.60 0.069
H -3.84 0.64 0.53 0.068
C 0.53 0.14 2.16 0.002
C 1.58 -0.02 1.36 -0.212
C 2.11 -1.32 0.98 -0.214
C 3.25 -1.49 0.32 0.000
H -0.05 -0.71 2.49 0.061
H 0.23 1.13 2.48 0.056
H 2.13 0.85 1.02 0.103
H 1.55 -2.20 1.30 0.102
H 3.62 -2.48 0.09 0.051
H 3.85 -0.66 -0.01 0.059
```

---

#ii
# C8H14

A single C8H14 molecule (wB97M-V/def2-TZVPD, the OMol25 dataset).

The molar mass comes out at 110.2 g/mol. The frontier orbital gap comes out at 9.432 eV. Its structure (SMILES) is C=C(C)C(=C)CCC.

```
22
Properties=species:S:1:pos:R:3:lowdin_charge:R:1
C -2.00 1.28 -1.20 0.056
C -1.00 0.42 -1.01 -0.286
C -0.75 -0.64 -2.06 -0.070
C 0.12 0.82 -0.08 -0.293
C 0.19 1.95 0.62 0.056
C 1.28 -0.11 -0.03 -0.192
C 1.01 -1.35 0.85 -0.249
C 0.51 -1.01 2.24 -0.113
H -2.10 2.16 -0.57 0.057
H -2.74 1.12 -1.97 0.058
H -0.53 -1.63 -1.67 0.069
H -1.62 -0.64 -2.72 0.074
H 0.05 -0.34 -2.75 0.087
H -0.56 2.68 0.87 0.060
H 1.17 2.14 1.05 0.062
H 1.49 -0.52 -1.02 0.100
H 2.19 0.35 0.35 0.114
H 0.31 -2.03 0.36 0.092
H 1.91 -1.97 0.87 0.107
H 0.57 -1.81 2.98 0.068
H 1.05 -0.17 2.67 0.072
H -0.53 -0.70 2.23 0.072
```

---

Most stable structure, least stable structure: #ii, #i.

---

#i
# H5N4O

A gas-phase ion, H5N4O (charge -1) (wB97M-V/def2-TZVPD, the OMol25 dataset).

The total charge is -1. The molar mass comes out at 77.1 g/mol. The frontier orbital gap comes out at 6.668 eV. Its structure (SMILES) is NN(N)N[O-].

```
10
Properties=species:S:1:pos:R:3:lowdin_charge:R:1
N 0.62 0.32 1.40 -0.047
N -0.07 -0.49 0.42 -0.337
N 0.70 -0.79 -0.84 -0.048
N -1.45 -0.06 0.18 -0.234
O -1.72 -0.54 -1.10 -0.487
H 1.64 0.21 1.40 0.029
H 0.65 1.37 1.35 0.037
H 1.02 0.13 -1.38 0.060
H -0.04 -1.13 -1.43 -0.017
H -1.36 0.98 0.00 0.043
```

---

#ii
# H5N4O

2 unconnected molecules or ions with the total composition H5N4O (wB97M-V/def2-TZVPD, the OMol25 dataset).

The total charge is -1. The molar mass comes out at 77.1 g/mol. The frontier orbital gap comes out at 6.527 eV.

```
10
Properties=species:S:1:pos:R:3:lowdin_charge:R:1
N -1.73 -0.19 0.05 -0.056
N 1.63 0.39 0.16 0.017
N -0.57 0.43 0.34 -0.227
N 0.50 -0.37 0.35 -0.493
O 0.46 -1.56 -0.20 -0.296
H -2.30 -0.23 0.82 0.021
H -1.44 -1.12 -0.20 0.037
H 2.39 -0.14 -0.03 0.004
H 1.56 1.14 -0.57 0.000
H -0.52 1.64 -0.73 -0.005
```

---

Most stable structure, least stable structure: #i, #ii.

---

#i
# C5H10NO2

A gas-phase ion, C5H10NO2 (charge -1) (wB97M-V/def2-TZVPD, the OMol25 dataset).

The total charge is -1. The molar mass comes out at 116.1 g/mol. The frontier orbital gap comes out at 6.822 eV. Its structure (SMILES) is N[C@@H]1CCCO[C@@H]1[O-].

```
18
Properties=species:S:1:pos:R:3:lowdin_charge:R:1
N -0.05 -1.01 -2.10 -0.003
C -0.22 0.02 -1.05 -0.303
C 1.18 0.39 -0.55 -0.164
C 0.99 1.03 0.96 -0.170
C -0.06 0.40 1.88 -0.229
O -1.35 0.13 1.21 -0.148
C -1.27 -0.78 0.11 -0.650
O -1.16 -2.01 0.23 -0.134
H -0.71 -0.98 -2.90 0.067
H -0.30 -1.79 -1.63 -0.031
H -0.75 0.83 -1.48 0.095
H 1.76 1.08 -1.11 0.066
H 1.70 -0.59 -0.36 0.109
H 0.49 2.04 0.71 0.112
H 2.06 1.07 1.31 0.097
H -0.28 1.13 2.72 0.113
H 0.18 -0.49 2.35 0.074
H -2.21 -0.44 -0.31 0.098
```

---

#ii
# C5H10NO2

A gas-phase ion, C5H10NO2 (charge -1) (wB97M-V/def2-TZVPD, the OMol25 dataset).

The total charge is -1. The molar mass comes out at 116.1 g/mol. The frontier orbital gap comes out at 7.576 eV. Its structure (SMILES) is CCC[C@@H](N)C(=O)[O-].

```
18
Properties=species:S:1:pos:R:3:lowdin_charge:R:1
C -2.01 0.68 1.30 -0.160
C -0.71 1.02 0.70 -0.317
C 0.34 -0.11 0.72 -0.171
C 0.73 -0.70 -0.66 -0.268
N 0.23 0.07 -1.83 0.023
C 2.31 -1.17 -0.79 -0.781
O 2.84 -1.52 0.23 -0.032
O 2.60 -1.24 -1.96 -0.047
H -2.71 0.29 0.60 0.053
H -1.75 -0.10 2.03 0.074
H -2.54 1.54 1.66 0.058
H -0.36 1.90 1.37 0.112
H -0.88 1.62 -0.20 0.086
H -0.04 -0.93 1.25 0.067
H 1.30 0.31 1.16 0.120
H 0.13 -1.67 -0.74 0.132
H 0.91 0.40 -2.46 0.038
H -0.40 -0.39 -2.38 0.014
```

---

Most stable structure, least stable structure: #ii, #i.